[1]
The following is a quantum chemistry calculation of 2 unconnected molecules or ions with the total composition H5NO2, from OMol25.

Last column: natural (NBO) charge in e.
Geometry (Å):
1 O -0.08 -0.07 -1.58  -0.4989
2 O 0.56 1.17 -1.82  -0.4652
3 H -0.18 -0.02 -0.63  0.4866
4 H 0.48 1.06 -2.76  0.4586
5 N -0.16 -0.43 1.41  -1.0742
6 H 0.48 -1.14 1.65  0.3621
7 H -0.06 0.33 2.09  0.3696
8 H -1.04 -0.90 1.64  0.3613

Computed properties:
F_max   1.73 eV/A
Kohn-Sham gap   10.18 eV
LUMO energy   0.934 eV
Structure (SMILES)   OO.N
M   51.0 Da
HOMO   -9.2 eV
Relative energy (zero: lowest compared OMol25 entry of this formula, charge and spin)   99.68 kJ/mol

=====

[2]
The following is a quantum chemistry calculation of 2 unconnected molecules or ions with the total composition H5NO2P2, from OMol25.

Last column: natural (NBO) charge in e.
Geometry (Å):
1 N -1.06 0.16 0.66  -1.3069
2 O 0.69 -0.94 -1.68  -0.9876
3 O 1.24 -1.69 0.63  -0.9453
4 P -0.21 1.19 -0.10  1.1324
5 P 0.14 -1.83 -0.64  1.3487
6 H -2.05 0.37 0.76  0.3867
7 H -0.83 2.03 -1.16  -0.0634
8 H 1.09 -2.06 1.44  0.4954
9 H 0.88 0.47 -0.55  0.0386
10 H 0.12 2.30 0.64  -0.0986

Computed properties:
F_max   4.36 eV/A
Kohn-Sham gap (spin up / spin down)   6.91 / 6.20 eV
<S²>   2.01
2S+1   3
LUMO energy (spin up / spin down)   0.952 / -3.171 eV
M   113.0 Da
HOMO (spin up / spin down)   -6.0 / -9.4 eV
Relative energy (zero: lowest compared OMol25 entry of this formula, charge and spin)   329.40 kJ/mol

=====

[3]
The following is a quantum chemistry calculation of 2 unconnected molecules or ions with the total composition H5NS, from OMol25.

Last column: natural (NBO) charge in e.
Geometry (Å):
1 S 2.03 0.12 -0.26  -0.9320
2 H 1.49 0.28 -1.49  0.0657
3 N -1.52 0.32 0.37  -1.1352
4 H -0.92 0.72 1.09  0.3600
5 H -1.16 -0.61 0.18  0.3581
6 H -2.48 0.26 0.70  0.3342
7 H 2.56 -1.09 -0.59  -0.0508

Computed properties:
F_max   0.33 eV/A
Kohn-Sham gap (spin up / spin down)   2.91 / 9.24 eV
<S²>   0.75
2S+1   2
LUMO energy (spin up / spin down)   4.101 / 4.104 eV
M   51.1 Da
HOMO (spin up / spin down)   1.2 / -5.1 eV
Relative energy (zero: lowest compared OMol25 entry of this formula, charge and spin)   0.00 kJ/mol
Total charge   -1

=====

[4]
The following is a quantum chemistry calculation of 2 unconnected molecules or ions with the total composition H5NS, from OMol25.

Last column: natural (NBO) charge in e.
Geometry (Å):
1 S 0.50 -1.08 2.14  0.2847
2 H -0.81 -1.33 1.68  0.1997
3 N 0.03 0.47 -1.28  -0.8508
4 H -0.03 1.53 -1.31  0.4098
5 H 0.82 -0.05 -1.65  0.4032
6 H -0.77 0.20 -1.74  0.3736
7 H 0.26 0.26 2.16  0.1797

Computed properties:
F_max   3.26 eV/A
Kohn-Sham gap (spin up / spin down)   12.71 / 4.72 eV
<S²>   0.76
2S+1   2
LUMO energy (spin up / spin down)   -3.925 / -9.831 eV
M   51.1 Da
HOMO (spin up / spin down)   -16.6 / -14.5 eV
Relative energy (zero: lowest compared OMol25 entry of this formula, charge and spin)   173.32 kJ/mol
Total charge   +1

=====

[5]
The following is a quantum chemistry calculation of a single H5NSi molecule, from OMol25.

Last column: natural (NBO) charge in e.
Geometry (Å):
1 N -1.06 -0.20 -0.01  -1.2797
2 Si 0.61 0.26 -0.02  1.0880
3 H -1.41 -0.76 -0.77  0.3902
4 H -1.42 -0.56 0.86  0.3915
5 H 1.53 -0.83 -0.42  -0.2088
6 H 0.94 0.71 1.35  -0.1871
7 H 0.81 1.37 -0.98  -0.1942

Computed properties:
F_max   0.28 eV/A
Kohn-Sham gap   10.94 eV
LUMO energy   1.076 eV
Structure (SMILES)   N[SiH3]
M   47.1 Da
HOMO   -9.9 eV
Relative energy (zero: lowest compared OMol25 entry of this formula, charge and spin)   0.00 kJ/mol

=====

[6]
The following is a quantum chemistry calculation of 3 unconnected molecules or ions with the total composition H5O3, from OMol25.

Last column: natural (NBO) charge in e.
Geometry (Å):
1 O -0.79 0.63 0.10  -1.2595
2 H -1.60 0.74 -0.41  0.4208
3 O 1.13 0.99 -1.60  -1.0237
4 H 1.82 1.04 -0.92  0.4345
5 H 0.43 0.55 -0.99  0.5126
6 O -0.59 -1.65 1.33  -1.0329
7 H 0.21 -1.45 1.82  0.4335
8 H -0.60 -0.85 0.68  0.5148

Computed properties:
F_max   1.28 eV/A
Kohn-Sham gap   8.72 eV
LUMO energy   4.934 eV
M   53.0 Da
HOMO   -3.8 eV
Relative energy (zero: lowest compared OMol25 entry of this formula, charge and spin)   29.45 kJ/mol
Total charge   -1

=====

- Which value of F_max does entry 2 give?
  4.36 eV/A